98
Properties=species:S:1:pos:R:3:lowdin_charge:R:1 method="wB97M-V/def2-TZVPD" lumo_energy_ha=0.014 e_above_lowest_kj_mol=334.5 fmax_ev_per_a=3.06 homo_ev=-8.35
H -3.916 -0.297 3.224 0.094
C -3.235 -0.048 2.413 -0.034
H -3.554 4.176 2.701 0.095
F 1.092 -4.427 1.554 0.132
H -0.775 3.686 1.858 0.100
C -1.186 1.845 -4.276 -0.081
H -2.029 -3.066 5.630 0.072
H 4.451 -3.129 -1.826 0.064
H 2.189 -0.963 3.070 0.074
C 1.946 2.530 2.788 -0.054
H -0.122 0.067 -4.425 0.110
C 2.551 0.060 2.951 -0.067
H -2.005 4.891 1.242 0.117
H -5.137 1.467 0.767 0.080
H -1.997 4.107 3.714 0.114
O -1.073 -2.855 2.455 -0.091
H -3.285 4.444 -1.041 0.092
C 3.397 -3.403 -1.834 -0.018
H -1.392 -4.656 3.618 0.105
C -1.164 3.177 -0.756 -0.029
H -5.399 1.343 2.541 0.087
H -0.224 2.695 -0.476 0.068
C 3.942 0.281 -3.136 -0.143
H 3.150 0.280 3.836 0.073
H -3.336 2.017 4.096 0.131
C -2.308 3.038 0.270 -0.461
C 1.395 1.068 2.839 -0.601
H -4.938 2.848 1.849 0.056
H -3.914 2.948 -1.105 0.084
H -1.735 1.974 3.285 0.113
C -2.575 3.722 2.878 -0.166
H -2.240 -0.173 2.856 0.074
H 5.455 0.320 -0.963 0.085
O -0.951 -2.439 0.217 -0.268
C 3.059 1.237 -1.097 -0.026
H -1.559 -1.821 4.585 0.061
C -1.968 -0.594 -3.968 -0.054
C -0.852 0.491 -3.716 -0.607
H -2.763 -3.712 3.326 0.120
H 2.517 1.056 -0.162 0.044
H -0.793 4.206 -0.716 0.096
H -1.558 3.006 -1.754 0.064
H -2.832 -0.287 -3.370 0.062
H 3.796 1.997 -0.847 0.094
H -2.225 -0.660 -5.027 0.070
H 4.645 -0.637 0.080 0.073
H -3.597 0.976 -0.597 0.111
C -4.784 1.774 1.753 -0.015
H -2.107 2.300 -3.900 0.066
C 1.116 -2.922 -2.361 -0.041
H -1.658 -1.589 -3.651 0.057
H 4.851 0.878 -3.159 0.124
H 3.011 -3.662 -0.847 0.078
N -2.444 1.659 0.761 -0.120
C 3.503 -0.128 -1.716 -0.479
F -0.070 -5.286 -0.093 0.133
C -3.267 1.406 1.965 -0.479
H 3.368 -4.349 -2.377 0.093
H 2.798 -1.623 0.150 0.107
H 0.317 -2.206 -2.574 0.066
O -2.727 0.735 -0.240 -0.096
H 5.389 -1.446 -1.290 0.069
F -0.591 -5.729 1.905 0.118
H 0.963 -3.288 -1.349 0.053
H -4.416 4.016 0.243 0.078
H 2.656 2.701 3.597 0.070
O 1.987 -1.342 -0.304 -0.095
H 3.180 -2.793 -4.469 0.125
Y -0.352 -0.149 -0.174 1.780
N 2.389 -1.046 -1.627 -0.078
H -3.290 -0.809 1.635 0.084
H -0.347 -2.963 5.190 0.076
C -0.152 -4.715 1.127 -0.541
O 0.533 0.751 1.814 -0.376
C -3.574 3.657 -0.338 -0.023
C -1.037 -3.433 1.153 -0.431
C 2.960 -1.926 -3.838 -0.131
H 0.953 -3.751 -3.052 0.105
C 2.487 -2.306 -2.459 -0.478
O -0.399 0.482 -2.415 -0.380
C -1.355 -2.876 4.791 -0.066
H 3.163 0.869 -3.634 0.120
C -1.804 3.862 1.545 -0.102
C 4.071 -0.899 -4.081 -0.170
C 4.820 -0.568 -1.002 -0.022
C -1.687 -3.612 3.502 -0.256
H -1.194 1.810 -5.367 0.077
H 4.080 -0.702 -5.153 0.114
H 0.948 1.016 3.842 0.117
H 3.156 0.100 2.041 0.052
H -1.989 -3.954 0.964 0.150
H 2.014 -1.677 -4.340 0.117
H -0.390 2.556 -4.038 0.075
H 2.343 2.745 1.795 0.064
H 2.277 1.609 -1.763 0.076
C -2.799 2.223 3.173 -0.134
H 1.111 3.197 3.011 0.049
H 5.037 -1.384 -3.895 0.107

19
Properties=species:S:1:pos:R:3:nbo_charge:R:1 method="wB97M-V/def2-TZVPD" charge=+2 lumo_energy_ha="-0.424 / -0.424" e_above_lowest_kj_mol=504.8 fmax_ev_per_a=3.70 homo_ev="-16.09 / -16.09"
C -2.454 -1.391 0.322 0.570
H 1.268 2.990 -0.487 0.475
H -2.033 -3.205 -0.914 0.321
O 0.116 -1.211 -0.946 -0.619
C -0.051 -1.125 0.273 0.455
H 2.093 0.442 -1.678 0.426
H 2.831 2.888 -1.351 0.289
H -3.464 -2.126 -1.408 0.292
H -4.483 -1.679 0.873 0.457
C 1.754 2.479 -1.390 -0.551
C -2.420 -2.144 -0.973 -0.704
O -1.567 0.329 -2.026 -0.855
H 0.994 3.258 -1.891 0.434
S -1.230 -1.040 -2.160 1.521
N 1.392 1.251 -1.629 -0.094
N -1.334 -0.899 0.822 -0.625
N -3.549 -1.339 1.107 -0.672
H -1.310 -0.602 1.787 0.449
H -3.517 -0.851 1.987 0.430

14
Properties=species:S:1:pos:R:3:nbo_charge:R:1 method="wB97M-V/def2-TZVPD" lumo_energy_ha=-0.038 e_above_lowest_kj_mol=707.0 fmax_ev_per_a=10.10 homo_ev=-9.11
C 1.600 -0.722 -0.004 -0.030
C -0.886 0.211 -0.166 -0.153
C -1.802 0.745 0.730 -0.297
H 0.617 2.686 -0.488 0.198
H -2.871 0.124 0.910 0.230
H -1.737 1.813 1.127 0.232
C 1.263 1.557 -0.604 -0.254
H 3.131 -2.463 0.675 0.283
C 2.521 -1.404 0.566 -0.245
H -2.543 -0.985 -0.572 0.149
C -1.416 -1.121 -0.578 0.351
C 0.651 0.320 -0.461 -0.150
O -0.843 -2.462 -0.390 -0.529
H 2.314 1.698 -0.744 0.214

91
Properties=species:S:1:pos:R:3:lowdin_charge:R:1 method="wB97M-V/def2-TZVPD" charge=+2 lumo_energy_ha=-0.167 e_above_lowest_kj_mol=0.0 fmax_ev_per_a=0.87 homo_ev=-13.47
H -3.044 -5.014 2.621 0.134
C -0.856 2.548 4.362 -0.019
C 0.941 -1.392 -4.166 -0.081
H -1.895 -2.571 -5.581 0.116
H -4.273 -1.137 1.784 0.164
H -1.911 1.710 1.270 0.102
H 3.737 -5.021 -2.045 0.115
H -2.440 -2.773 2.918 0.136
C 0.072 4.364 0.523 -0.092
C 2.782 -3.114 -1.835 -0.063
C -2.431 1.773 -1.688 -0.080
H 5.712 -4.384 -0.709 0.115
P 1.593 -0.607 -1.563 0.880
C -2.151 -1.314 1.386 -0.619
H -3.820 -4.926 0.023 0.127
N 2.141 -0.626 3.299 0.119
C 0.489 -1.225 -2.855 -0.360
C -3.565 -1.922 1.530 -0.149
C 0.413 2.009 4.253 0.009
C 1.821 -1.600 2.444 -0.480
C -1.681 -2.035 -3.516 -0.061
H 2.439 0.830 1.860 0.092
O 1.522 -1.377 1.258 -0.161
C 3.806 -4.029 -1.619 -0.055
C 4.913 -3.671 -0.868 -0.055
H 2.964 2.752 -0.213 0.093
C -1.712 2.458 3.277 -0.020
H -4.485 1.602 -2.280 0.111
H -5.056 -2.825 0.244 0.129
C -3.599 2.223 -2.293 -0.057
C 0.084 -1.871 -5.143 -0.052
C -1.228 -2.195 -4.816 -0.052
H -0.991 4.338 0.316 0.109
H -1.170 3.035 5.276 0.124
H -0.079 6.092 1.782 0.116
H -2.522 5.225 -3.433 0.117
H -3.596 -2.296 -0.598 0.113
H -2.705 -2.285 -3.268 0.106
H -4.545 3.808 -3.382 0.116
H -4.720 -4.562 2.257 0.136
H 1.767 2.884 -2.727 0.104
C 0.919 3.420 -0.048 -0.356
C -1.274 1.817 2.137 -0.123
H -2.295 -4.135 0.441 0.124
H -0.447 4.455 -2.369 0.117
H 0.696 1.627 -3.330 0.095
C -1.295 2.577 -1.710 -0.356
H 3.225 1.149 -1.661 0.072
H 1.966 -1.161 -4.431 0.114
P 0.271 2.029 -1.018 0.880
C 3.987 -1.482 -0.529 -0.101
H 2.346 6.191 2.242 0.115
H 1.079 -3.145 3.693 0.098
H 5.872 -2.116 0.264 0.113
C 0.794 1.394 3.072 -0.237
C -3.633 3.461 -2.914 -0.054
C -3.675 -4.303 2.095 -0.091
C -0.827 -1.549 -2.534 -0.090
N -3.446 -2.924 2.658 0.087
C 5.005 -2.395 -0.321 -0.061
C 2.801 4.474 1.036 -0.061
C -2.496 4.261 -2.944 -0.053
H 2.890 0.538 -3.266 0.098
H 2.904 1.311 3.493 0.140
H -1.185 -1.397 -1.522 0.065
C -1.328 3.824 -2.344 -0.088
H -2.401 0.810 -1.206 0.065
H 4.058 -0.491 -0.093 0.103
H 0.438 -1.994 -6.157 0.117
H -4.039 -2.718 3.456 0.182
H 3.865 4.523 1.224 0.114
O -1.297 -1.728 2.199 -0.003
H -2.706 2.881 3.306 0.121
C -3.970 -2.754 0.315 -0.109
C 1.356 1.899 -2.504 -0.328
H 2.326 -0.876 4.257 0.163
Pt 0.532 0.210 0.213 0.889
H 1.701 -3.690 2.123 0.097
C -3.373 -4.130 0.615 -0.138
H 1.920 -3.401 -2.423 0.108
O -2.021 -0.480 0.464 -0.097
C 2.288 3.479 0.221 -0.097
H 1.115 2.069 5.075 0.127
C 1.947 5.412 1.607 -0.057
N -0.045 1.286 2.030 -0.020
C 2.877 -1.834 -1.300 -0.347
C 2.156 0.777 2.910 -0.100
C 0.586 5.357 1.349 -0.053
C 2.422 0.826 -2.324 -0.347
C 1.866 -3.008 2.951 0.037
H 2.825 -3.227 3.421 0.099

78
Properties=species:S:1:pos:R:3:nbo_charge:R:1 method="wB97M-V/def2-TZVPD" charge=-2 lumo_energy_ha=0.138 e_above_lowest_kj_mol=38.2 fmax_ev_per_a=1.65 homo_ev=-0.16
H 6.244 2.576 -5.077 0.193
S -2.803 -1.818 -0.399 -0.301
H 1.038 2.949 4.178 0.205
C -0.528 3.694 0.696 -0.607
C -0.271 0.108 -5.524 -0.196
C 4.505 -0.154 2.478 -0.227
C 3.152 3.591 -2.994 -0.290
Se 1.348 1.833 1.930 0.346
C -3.714 0.069 1.464 -0.301
H -0.983 -4.543 4.183 0.200
C 3.960 4.557 -3.528 -0.272
C 3.407 2.195 -3.178 -0.032
F 5.877 5.152 -4.829 -0.383
C 2.039 -1.940 1.831 0.151
Cl 0.335 -1.721 -7.396 -0.040
C 5.630 -0.349 3.255 -0.217
H -3.153 2.257 -0.096 0.237
N -5.644 1.254 2.633 -0.381
H 3.057 0.574 0.110 0.244
Se -0.728 2.377 -0.783 0.400
H -2.289 -2.749 2.651 0.211
H 2.761 0.191 -2.758 0.165
H 1.735 1.542 -2.031 0.177
H 1.634 -4.097 3.774 0.197
N -6.345 -1.776 0.243 -0.375
C 6.668 -1.533 1.453 -0.204
H 3.285 -1.033 -0.586 0.213
C -0.254 -0.330 -3.108 0.525
C 0.610 -2.524 -2.332 0.450
H -0.460 0.786 -6.340 0.233
N -0.373 -2.095 2.067 -0.644
H 4.790 0.828 -4.135 0.183
C 4.563 1.872 -3.956 -0.299
C -1.222 -2.870 2.747 0.012
C 0.270 -1.639 -3.389 -0.303
C 3.188 -0.490 0.363 -0.294
H 5.504 -1.735 -0.328 0.213
H 7.509 -2.082 1.050 0.200
C 5.372 2.840 -4.491 -0.271
H 1.002 -3.506 -2.662 0.123
Cl -1.032 2.108 -3.906 0.026
S -2.166 0.726 1.928 -0.367
O -0.543 0.064 -1.927 -0.808
Y -0.448 -0.628 0.294 1.681
H -0.724 4.702 0.317 0.208
C 0.894 -2.513 2.414 -0.031
H -2.936 1.918 -1.836 0.243
H 0.775 1.186 4.277 0.232
H 3.001 -2.398 2.096 0.177
O 0.540 -2.316 -1.104 -0.648
C 2.595 1.245 -2.614 -0.729
H -1.257 3.445 1.469 0.228
H 0.800 -3.054 -4.927 0.213
C -4.789 0.686 2.106 0.285
H 2.274 3.869 -2.427 0.188
H 1.118 4.346 1.967 0.212
H 1.595 3.742 0.355 0.239
N 1.972 -0.940 1.014 -0.585
H 7.602 -1.189 3.349 0.198
C -0.544 -3.794 3.547 -0.356
C -5.274 -1.383 0.405 0.285
C 6.717 -1.042 2.745 -0.239
C -2.649 2.568 -1.012 -0.788
C -3.951 -0.956 0.572 -0.282
C 0.446 -2.053 -4.726 -0.152
C 0.566 2.088 3.708 -0.785
C -0.464 0.516 -4.225 -0.098
C 5.070 4.177 -4.274 0.234
C 4.440 -0.655 1.181 0.077
H 3.651 0.385 2.871 0.224
C 0.163 -1.195 -5.752 -0.104
C 5.537 -1.343 0.679 -0.243
C 0.898 3.606 1.190 -0.569
H 3.760 5.609 -3.376 0.195
H 5.659 0.030 4.268 0.202
H -2.874 3.611 -1.249 0.208
C 0.805 -3.572 3.332 -0.249
H -0.508 2.214 3.610 0.240

6
Properties=species:S:1:pos:R:3:nbo_charge:R:1 method="wB97M-V/def2-TZVPD" lumo_energy_ha="-0.039 / -0.098" e_above_lowest_kj_mol=173.2 fmax_ev_per_a=3.49 homo_ev="-9.10 / -7.71"
P 0.181 -1.174 -0.130 0.633
N 0.810 0.263 0.404 -1.101
I -3.276 0.554 0.154 -0.285
H 1.343 0.833 -0.263 0.408
H 0.915 0.467 1.345 0.407
H 0.027 -0.943 -1.511 -0.062

10
Properties=species:S:1:pos:R:3:nbo_charge:R:1 method="wB97M-V/def2-TZVPD" charge=-1 lumo_energy_ha=0.128 e_above_lowest_kj_mol=62.6 fmax_ev_per_a=0.81 homo_ev=-4.11
S 1.624 1.485 -0.077 -0.073
C -1.691 -0.804 -1.111 0.630
H -2.477 -0.956 -1.886 -0.002
H 0.742 0.597 1.944 0.177
H 1.175 -0.733 0.820 0.212
H -0.293 0.272 0.440 0.315
O -0.957 -1.766 -0.829 -0.774
O -1.714 0.353 -0.615 -0.793
C 0.730 0.262 0.893 -0.770
H 2.862 1.290 0.421 0.079

47
Properties=species:S:1:pos:R:3:nbo_charge:R:1 method="wB97M-V/def2-TZVPD" lumo_energy_ha=0.023 e_above_lowest_kj_mol=57.5 fmax_ev_per_a=0.90 homo_ev=-9.20
H 2.552 -0.248 -3.023 0.199
C 1.910 0.891 2.058 -0.420
C 0.093 1.282 0.369 -0.169
H 3.242 1.293 -2.430 0.254
N 3.288 -0.273 -1.076 -0.435
H -4.869 0.814 -1.011 0.404
H 2.804 -0.952 1.400 0.208
N -4.221 0.594 -0.270 -0.872
H -1.479 1.459 -1.097 0.236
H -1.817 -1.862 1.516 0.244
H -5.443 2.007 2.536 0.213
C -0.095 -0.601 1.846 -0.219
C -4.820 0.570 1.052 -0.055
H 0.287 -1.187 2.670 0.213
H -6.485 -0.319 2.104 0.211
C 3.507 -1.700 -1.010 -0.240
C -6.090 -0.277 1.092 -0.627
S -3.246 -0.700 -0.670 2.317
H 0.633 2.156 0.039 0.231
C 3.172 0.624 -0.069 0.694
H 3.510 -2.065 0.014 0.214
H -5.860 -1.286 0.759 0.240
H -6.848 0.150 0.438 0.198
H -5.823 2.473 0.874 0.202
C -1.741 -0.230 0.162 -0.352
H 2.707 -2.203 -1.568 0.203
H 5.666 -1.570 -1.070 0.162
H 4.750 0.090 -4.110 0.200
H -4.161 2.583 1.461 0.219
O -3.727 -1.931 -0.101 -0.948
C 4.712 -0.176 -3.053 -0.078
C 3.033 0.109 1.357 -0.483
C -1.075 0.902 -0.267 -0.176
H 2.106 1.957 1.940 0.240
H -4.061 0.113 1.698 0.203
O 4.917 -1.571 -2.990 -0.520
C -1.267 -0.984 1.216 -0.188
C 3.362 0.210 -2.445 -0.261
O -3.060 -0.636 -2.091 -0.939
C -5.078 2.003 1.513 -0.607
H 3.979 0.291 1.872 0.236
H 5.010 -3.109 -1.704 0.198
C 0.595 0.531 1.428 -0.003
C 4.859 -2.029 -1.663 -0.075
H 5.518 0.345 -2.515 0.167
H 1.905 0.641 3.120 0.215
O 3.149 1.821 -0.295 -0.653